[1]
16
Properties=species:S:1:pos:R:3 method="wB97M-V/def2-TZVPD" relative_energy_kj_mol=302.0 lumo_energy_ev=0.84 smiles="CC(=O)Nc1ccco1" total_energy_ha=-437.95274
C -1.378 -1.528 1.374
C -1.474 -1.299 -0.039
C 0.390 0.391 -0.212
C 1.005 0.570 1.003
C 1.989 1.501 0.824
C 1.924 1.909 -0.498
H -1.536 -0.685 1.705
H -0.488 -1.903 1.707
H -2.264 -2.228 1.709
H -0.771 -0.372 -1.638
H 0.768 0.029 1.983
H 2.782 1.912 1.242
H 2.380 2.415 -1.091
N -0.639 -0.338 -0.724
O -2.338 -1.870 -0.749
O 0.945 1.112 -1.159


[2]
12
Properties=species:S:1:pos:R:3 method="wB97M-V/def2-TZVPD" relative_energy_kj_mol=144.6 lumo_energy_ev=0.78 smiles=C[C@]1(Cl)[C@H](F)C1(F)F total_energy_ha=-914.53415
C 0.224 1.637 1.125
C 0.366 0.386 0.315
C -0.571 0.290 -0.883
C -0.672 -0.747 0.143
H 0.530 2.690 0.727
H -0.844 1.773 1.276
H 0.675 1.512 2.130
H -0.024 -0.172 -1.703
F -1.437 1.329 -1.118
F -1.827 -0.847 0.845
F -0.085 -1.933 -0.121
Cl 1.984 -0.126 -0.181


[3]
85
Properties=species:S:1:pos:R:3 method="wB97M-V/def2-TZVPD" lumo_energy_ev=0.36 smiles=FC(F)C(F)(F)COC(F)(F)C(F)F.FC(F)C(F)(F)COC(F)(F)C(F)F.FC(F)C(F)(F)COC(F)(F)C(F)F.CCCCCC[C@](C)(C#N)CC#N total_energy_ha=-3740.73205
C 5.018 1.248 -0.272
C 6.103 0.516 -1.057
C 5.680 -0.813 -1.752
C 4.461 -1.540 -1.154
C 3.146 -1.205 -1.899
C 2.014 -0.828 -0.937
C 0.704 -0.337 -1.617
C -0.521 -1.041 -0.997
C 0.670 -0.639 -3.056
N 0.682 -0.928 -4.167
C 0.504 1.191 -1.440
C 0.400 1.525 -0.018
N 0.363 1.628 1.126
H 4.535 0.641 0.492
H 4.261 1.683 -0.928
H 5.475 2.089 0.255
H 6.421 1.198 -1.850
H 6.990 0.338 -0.450
H 5.531 -0.613 -2.813
H 6.530 -1.497 -1.694
H 4.647 -2.609 -1.265
H 4.363 -1.359 -0.085
H 2.837 -2.093 -2.454
H 3.302 -0.412 -2.630
H 2.399 -0.038 -0.291
H 1.750 -1.682 -0.314
H -0.481 -0.974 0.089
H -0.605 -2.069 -1.323
H -1.436 -0.533 -1.306
H 1.288 1.778 -1.919
H -0.441 1.482 -1.905
C 2.188 3.840 3.224
C 1.402 4.468 4.383
C 1.575 5.968 4.625
F 2.849 6.265 4.949
F 0.783 6.339 5.658
F 1.637 3.786 5.525
F 0.082 4.305 4.076
O 3.385 3.157 3.553
C 4.586 3.812 3.627
C 5.189 3.725 5.032
F 4.360 4.278 5.937
F 6.357 4.406 5.049
F 4.502 5.085 3.202
F 5.446 3.171 2.799
H 1.538 3.057 2.837
H 2.333 4.545 2.405
H 1.283 6.538 3.738
H 5.371 2.682 5.298
C -5.236 -2.834 -4.771
C -5.789 -4.265 -4.836
C -6.442 -4.823 -3.570
F -5.550 -4.900 -2.560
F -6.893 -6.071 -3.828
F -4.835 -5.110 -5.278
F -6.782 -4.240 -5.772
O -3.842 -2.691 -4.565
C -3.314 -2.642 -3.305
C -2.347 -3.806 -3.061
F -2.982 -4.978 -3.232
F -1.904 -3.770 -1.774
F -4.249 -2.577 -2.342
F -2.625 -1.480 -3.196
H -5.396 -2.427 -5.768
H -5.813 -2.211 -4.087
H -7.286 -4.200 -3.262
H -1.499 -3.749 -3.746
C -1.978 0.153 2.066
C -2.896 1.227 1.467
C -4.201 1.533 2.201
F -5.006 0.452 2.231
F -4.851 2.520 1.541
F -3.151 0.943 0.169
F -2.185 2.391 1.496
O -2.050 -1.138 1.489
C -2.929 -2.094 1.939
C -3.907 -2.504 0.836
F -4.633 -1.446 0.422
F -4.757 -3.440 1.313
F -3.566 -1.724 3.064
F -2.199 -3.194 2.236
H -0.967 0.488 1.830
H -2.044 0.118 3.153
H -4.001 1.867 3.223
H -3.353 -2.914 -0.011


[4]
14
Properties=species:S:1:pos:R:3 method="wB97M-V/def2-TZVPD" relative_energy_kj_mol=261.8 lumo_energy_ev=0.88 smiles="C=C/C=C(/C)O" total_energy_ha=-270.45819
C 2.003 1.247 0.769
C 0.986 1.333 -0.058
C 0.290 0.169 -0.589
C -0.952 -0.352 -0.215
O -1.775 0.670 0.173
C -1.349 -1.787 -0.388
H 2.826 1.984 0.860
H 2.206 0.299 1.333
H 0.618 2.296 -0.332
H 0.809 -0.598 -1.234
H -1.208 1.232 0.759
H -1.369 -2.200 0.638
H -0.691 -2.366 -0.990
H -2.395 -1.927 -0.727


[5]
65
Properties=species:S:1:pos:R:3 method="wB97M-V/def2-TZVPD" relative_energy_kj_mol=50.2 lumo_energy_ev=0.30 total_energy_ha=-2486.56241
Pd 0.205 -0.243 0.945
N -1.586 2.657 3.882
C -0.727 1.592 3.180
C 0.217 0.960 4.198
P -2.001 0.315 2.652
O -2.846 0.422 4.101
O -2.893 0.906 1.621
O -1.423 -1.062 2.646
P 0.144 2.704 1.965
O 0.909 3.654 3.073
O -0.939 3.538 1.373
O 1.191 1.991 1.180
H -0.985 3.311 4.385
H -2.265 2.190 4.490
H -2.046 3.171 3.117
H -0.340 0.422 4.967
H 0.851 1.710 4.674
H 0.856 0.243 3.682
H -2.899 -0.464 4.475
H 1.851 3.452 3.066
C 2.522 -3.097 -2.317
C 3.520 -3.178 -1.162
N 3.490 -2.031 -0.266
C 4.179 -0.822 -0.702
C 3.302 0.221 -1.399
C 2.616 -1.972 0.791
C 1.869 -3.227 1.159
N 2.406 -0.922 1.508
H 2.511 -4.034 -2.877
H 2.784 -2.295 -3.008
H 1.517 -2.902 -1.937
H 4.534 -3.266 -1.558
H 3.338 -4.079 -0.582
H 4.981 -1.139 -1.371
H 4.668 -0.372 0.166
H 2.946 -0.152 -2.359
H 3.883 1.127 -1.580
H 2.435 0.484 -0.788
H 2.552 -4.020 1.471
H 1.269 -3.593 0.326
H 1.200 -2.976 1.976
H 2.925 -0.111 1.182
C -3.658 1.100 -1.766
N -2.353 1.851 -2.019
C -1.848 1.527 -3.407
N -1.699 0.116 -3.583
C -2.987 -0.531 -3.343
N -3.503 -0.292 -2.006
C -2.686 -0.948 -0.971
P -0.916 -0.354 -0.880
C -1.332 1.469 -0.972
C -0.628 -0.467 -2.742
H -4.393 1.524 -2.453
H -3.925 1.285 -0.726
H -2.528 2.852 -1.930
H -0.893 2.037 -3.535
H -2.575 1.919 -4.121
H -2.871 -1.604 -3.494
H -3.704 -0.150 -4.075
H -2.702 -2.024 -1.155
H -3.139 -0.761 0.002
H -0.429 2.055 -1.149
H -1.758 1.770 -0.016
H -0.515 -1.516 -3.030
H 0.318 0.029 -2.976


[6]
30
Properties=species:S:1:pos:R:3 method="wB97M-V/def2-TZVPD" relative_energy_kj_mol=360.0 lumo_energy_ev=0.09 smiles=O.O.O.O.O.O.O.O.O.O total_energy_ha=-764.34480
O -17.978 -19.382 -3.855
H -17.881 -20.105 -4.476
H -17.773 -18.599 -4.365
O -23.820 -10.892 -8.082
H -24.270 -10.240 -8.619
H -23.902 -10.564 -7.187
O -19.968 -12.690 -3.659
H -19.334 -13.268 -3.235
H -19.671 -12.634 -4.567
O -17.162 -9.297 -1.439
H -17.294 -10.235 -1.300
H -16.259 -9.224 -1.747
O -16.828 -16.004 -7.027
H -16.131 -15.349 -7.028
H -16.659 -16.536 -7.805
O -21.218 -15.191 -8.755
H -20.483 -15.190 -8.141
H -21.799 -14.501 -8.433
O -25.196 -13.664 -0.920
H -24.957 -12.940 -1.499
H -26.143 -13.753 -1.026
O -13.377 -11.625 -2.774
H -13.966 -12.352 -2.570
H -12.528 -11.901 -2.428
O -24.681 -8.741 -3.376
H -24.719 -7.785 -3.360
H -23.927 -8.959 -2.828
O -16.274 -14.917 0.064
H -15.551 -15.169 0.639
H -17.062 -15.172 0.544